Record 1
Here is 7 unconnected molecules or ions with the total composition H14O7 in a non-equilibrium geometry from OMol25. Energies are from wB97M-V/def2-TZVPD.

Structure (XYZ):
```
21
H14O7 | OMol25 | wB97M-V/def2-TZVPD
O 7.099 11.082 53.525
H 6.532 11.521 54.351
H 6.304 10.658 53.016
H 7.627 11.693 53.094
O 4.889 10.218 52.063
H 4.336 10.430 51.317
O 4.346 8.418 53.922
H 4.566 8.988 53.163
H 4.096 9.074 54.608
O 2.615 11.278 53.361
H 3.552 10.963 53.201
H 2.192 10.550 53.855
O 3.478 8.271 50.871
H 3.190 8.615 50.088
H 3.810 9.066 51.446
O 6.796 8.886 50.784
H 6.186 9.387 51.253
H 6.854 9.123 49.827
O 5.086 13.019 51.977
H 5.006 12.098 52.002
H 4.490 13.522 52.460
```

Summary:
**Orbital gap**: 8.80 eV
**Charge**: 0

Record 2
Here is 7 unconnected molecules or ions with the total composition H14O7 from OMol25. Energies are from wB97M-V/def2-TZVPD.

Structure (XYZ):
```
21
H14O7 | OMol25 | wB97M-V/def2-TZVPD
H -0.122 0.633 -0.395
H -0.840 1.822 0.222
H -0.707 -1.476 -2.258
H -0.581 -1.880 -0.798
H -1.729 -0.237 3.615
H -1.024 0.685 4.597
H 3.410 -1.236 2.778
H 4.081 0.028 2.267
H 0.154 5.515 1.089
H 1.507 6.207 1.073
H 0.803 -2.193 -2.563
H 0.750 -3.361 -3.534
H -1.934 -2.591 -3.644
H -3.029 -1.808 -2.938
O -1.001 1.002 -0.259
O -0.380 -1.161 -1.408
O -1.236 -0.243 4.443
O 3.214 -0.354 2.444
O 0.706 6.117 1.601
O 0.810 -3.156 -2.594
O -2.852 -2.316 -3.738
```

Summary:
**SMILES**: O.O.O.O.O.O.O
**Orbital gap**: 11.55 eV
**Charge**: 0

Record 3
Here is 7 unconnected molecules or ions with the total composition H14O7 from OMol25. Energies are from wB97M-V/def2-TZVPD.

Structure (XYZ):
```
21
H14O7 | OMol25 | wB97M-V/def2-TZVPD
H 1.545 0.493 -0.742
H 0.065 0.783 -0.550
H -3.918 1.675 -2.098
H -4.855 1.712 -3.295
H 0.643 -2.887 2.737
H 1.398 -1.784 3.461
H -1.316 -4.608 1.030
H -0.423 -3.862 0.051
H 2.541 3.631 -1.287
H 2.074 2.245 -1.701
H 1.314 -3.092 0.023
H 1.402 -1.792 0.805
H 0.042 4.766 0.572
H 0.298 3.273 0.447
O 0.718 0.079 -0.468
O -4.631 2.193 -2.490
O 0.529 -2.196 3.399
O -0.743 -4.746 0.267
O 2.374 2.749 -0.936
O 0.985 -2.661 0.820
O -0.040 4.030 -0.045
```

Summary:
**SMILES**: O.O.O.O.O.O.O
**Orbital gap**: 11.01 eV
**Charge**: 0

Record 4
Here is 7 unconnected molecules or ions with the total composition H14O7 from OMol25. Energies are from wB97M-V/def2-TZVPD.

Structure (XYZ):
```
21
H14O7 | OMol25 | wB97M-V/def2-TZVPD
H -0.312 0.324 -1.174
H -0.226 -0.590 0.037
H -1.420 1.565 2.951
H -2.100 0.360 2.321
H 2.140 0.866 1.553
H 1.189 0.830 2.738
H -4.374 -1.403 1.684
H -3.790 -1.108 3.056
H -0.038 -5.345 -1.232
H 0.025 -3.827 -1.213
H 0.573 3.680 -2.723
H 1.056 4.693 -1.697
H 3.571 -0.652 -2.933
H 3.739 0.775 -3.426
O -0.019 0.305 -0.257
O -1.901 1.290 2.162
O 1.272 0.545 1.821
O -3.575 -1.517 2.210
O 0.248 -4.603 -0.687
O 0.842 3.759 -1.801
O 3.102 0.053 -3.392
```

Summary:
**SMILES**: O.O.O.O.O.O.O
**Orbital gap**: 10.85 eV
**Charge**: 0

Record 5
Here is 7 unconnected molecules or ions with the total composition H14O7 from OMol25. Energies are from wB97M-V/def2-TZVPD.

Structure (XYZ):
```
21
H14O7 | OMol25 | wB97M-V/def2-TZVPD
O -2.051 2.671 0.413
H -2.280 3.450 -0.106
H -1.418 2.986 1.071
O -3.195 0.236 1.265
H -3.359 -0.324 0.499
H -2.633 0.958 0.930
O 2.254 1.032 -0.914
H 2.991 1.368 -1.440
H 2.552 1.099 0.006
O 0.051 -2.534 -2.441
H 0.433 -2.166 -1.619
H 0.466 -2.031 -3.146
O -0.374 -0.107 -0.045
H -0.951 0.461 -0.570
H 0.508 0.284 -0.140
O 2.144 -1.879 -0.624
H 2.511 -0.977 -0.600
H 2.310 -2.246 0.252
O -0.061 -0.545 2.725
H -0.485 -0.488 1.843
H 0.590 -1.247 2.640
```

Summary:
**SMILES**: O.O.O.O.O.O.O
**Orbital gap**: 10.23 eV
**Charge**: 0

Record 6
Here is 7 unconnected molecules or ions with the total composition H14O7 from OMol25. Energies are from wB97M-V/def2-TZVPD.

Structure (XYZ):
```
21
H14O7 | OMol25 | wB97M-V/def2-TZVPD
O -0.419 -0.289 -1.093
H 0.273 0.369 -1.162
H -1.082 0.119 -0.536
O -3.342 4.849 1.163
H -2.389 4.827 1.256
H -3.602 3.928 1.139
O 5.144 -0.975 0.972
H 4.679 -1.198 0.166
H 4.814 -1.597 1.620
O -1.273 -4.606 -3.258
H -1.656 -5.342 -3.736
H -1.999 -3.993 -3.141
O -3.766 0.952 1.509
H -4.587 0.694 1.090
H -3.469 0.162 1.960
O 2.854 3.166 -0.592
H 2.585 4.021 -0.258
H 3.218 3.349 -1.458
O 1.492 -3.171 1.451
H 1.410 -2.573 2.194
H 1.115 -2.691 0.714
```

Summary:
**SMILES**: O.O.O.O.O.O.O
**Orbital gap**: 11.48 eV
**Charge**: 0

no.,E_HOMO (eV)
1,-10.216
2,-11.354
3,-10.948
4,-10.220
5,-10.464
6,-11.346